Molecular formula: C45H103N5O9
Method: DFT, ωB97M-V with the def2-TZVPD basis set

Atoms and positions in Å:
O 1.8195 -4.4836 1.4861
H 1.0581 -3.9122 1.3857
H 2.5295 -3.8947 1.7415
O -0.8178 -3.9791 0.0166
H -0.3173 -4.7950 0.0203
H -0.1608 -3.2951 -0.1123
O -1.5438 2.3443 -3.9173
H -1.7848 1.9016 -3.1036
H -1.9838 1.8420 -4.6032
O -3.6876 -3.0520 0.2415
H -2.7383 -3.1733 0.2590
H -3.8258 -2.3286 -0.3699
C -8.6333 1.2859 5.6600
C -8.4070 0.1192 4.6693
C -9.1067 0.3142 3.2933
C -8.1814 1.1717 2.3300
C -6.7394 0.6610 2.1785
C -5.9995 0.5915 3.5154
N -6.9324 -0.1509 4.5163
O -6.3220 -0.4595 5.6250
C -4.6879 -0.1434 3.3378
C -5.5996 1.9453 4.0857
C -9.0230 -1.1007 5.2793
H -7.8808 1.4521 6.4309
H -9.5654 1.1987 6.2182
H -8.6861 2.2051 5.0766
H -9.2129 -0.6891 2.8807
H -10.0923 0.7435 3.4732
H -8.1440 2.2188 2.6306
H -8.5334 1.2786 1.3039
H -6.1187 1.2330 1.4888
H -6.8725 -0.3683 1.8452
H -4.0240 0.3849 2.6535
H -4.0854 -0.1827 4.2452
H -4.8971 -1.1983 3.1606
H -4.6899 2.4254 3.7251
H -6.2969 2.6270 3.5987
H -5.6359 2.0588 5.1691
H -8.6978 -1.2836 6.3035
H -8.7063 -1.9341 4.6523
H -10.0964 -1.2232 5.1347
H -6.1548 -1.3743 5.3865
C 3.4647 0.4819 -0.2695
C 2.2856 1.0278 0.5567
C 1.4200 2.0288 -0.2743
C 0.2981 1.3997 -1.1131
C -0.3441 0.2174 -0.3717
C -0.0440 0.0233 1.1615
N 1.4111 0.0443 1.2560
O 1.9954 -0.5955 2.3728
C -0.5776 1.1261 2.1279
C -0.4772 -1.3765 1.6338
C 2.9517 1.8992 1.7111
H 3.1502 -0.2006 -1.0591
H 4.1453 -0.0561 0.3903
H 4.0876 1.2955 -0.6412
H 0.9840 2.7986 0.3625
H 2.1616 2.5110 -0.9111
H 0.6891 1.1404 -2.0969
H -0.3093 2.2371 -1.4565
H -0.1349 -0.7598 -0.8069
H -1.3559 0.2203 -0.7772
H -0.4150 2.1605 1.8250
H -1.6504 0.9694 2.2403
H -0.0530 0.9201 3.0609
H -1.5420 -1.5791 1.5184
H 0.1410 -2.0949 1.0953
H -0.1128 -1.6745 2.6169
H 2.1932 2.2445 2.4137
H 3.3087 2.7469 1.1263
H 3.7982 1.4970 2.2677
H 1.6783 -0.0318 3.0822
C 8.9014 -4.1263 4.5816
C 8.1025 -3.7907 3.2896
C 7.1274 -4.9327 3.0516
C 5.9677 -4.5385 2.1821
C 5.2488 -3.2187 2.5058
C 6.2770 -2.1069 2.6168
N 7.4508 -2.4427 3.4794
O 8.2516 -1.3821 3.9703
C 6.7997 -1.7729 1.2292
C 5.4308 -0.9191 3.2243
C 9.2043 -3.7398 2.2079
H 9.4370 -3.1814 4.6733
H 9.5516 -4.9978 4.5045
H 8.2668 -4.3265 5.4449
H 7.8359 -5.5094 2.4570
H 6.9758 -5.3742 4.0366
H 5.2572 -5.3601 2.0909
H 6.2253 -4.5038 1.1236
H 4.6791 -3.2265 3.4350
H 4.5550 -3.0050 1.6927
H 6.1556 -1.1054 0.6568
H 7.7782 -1.3006 1.1427
H 6.8155 -2.6805 0.6257
H 4.4330 -0.8565 2.7900
H 5.3595 -1.0596 4.3029
H 5.7927 0.1082 3.1813
H 10.0410 -3.0951 2.4767
H 8.7846 -3.2796 1.3133
H 9.6343 -4.7253 2.0291
H 8.3983 -0.8311 3.1980
C 0.5347 5.6510 -0.6920
C -0.7165 6.1309 -1.5091
C -1.3879 7.3051 -0.7404
C -0.5739 8.5890 -1.0523
C -0.5485 8.9079 -2.5440
C 0.0176 7.7278 -3.3604
N -0.4645 6.3237 -2.8926
O 0.1624 5.2958 -3.4757
C -0.6162 7.8216 -4.7757
C 1.5833 7.8627 -3.6463
C -1.7593 5.0083 -1.4086
H 0.3874 5.4209 0.3632
H 1.3969 6.2776 -0.9201
H 0.9050 4.7590 -1.1973
H -2.4513 7.2947 -0.9796
H -1.3714 7.0595 0.3214
H 0.4971 8.4987 -0.8706
H -1.0202 9.4265 -0.5161
H 0.1216 9.7419 -2.7527
H -1.5209 9.2427 -2.9052
H -0.3017 7.0229 -5.4475
H -1.6669 7.6242 -4.5634
H -0.4390 8.7159 -5.3731
H 1.8894 8.7326 -4.2273
H 2.1249 7.8510 -2.7005
H 1.9981 7.0093 -4.1828
H -2.7375 5.2286 -1.8360
H -1.8967 4.4958 -0.4565
H -1.5525 4.1189 -2.0037
H -0.5178 4.6189 -3.5039
C 0.7676 -3.0976 -3.3521
C -0.5222 -3.1274 -4.1701
C -0.2783 -2.4294 -5.5301
C 0.6407 -3.2041 -6.6022
C -0.0266 -4.6110 -6.7803
C -0.4829 -5.4657 -5.5728
N -0.9724 -4.5589 -4.4661
O -1.3508 -5.3164 -3.4239
C -1.6038 -6.3872 -6.0141
C 0.7708 -6.1632 -5.0947
C -1.4823 -2.2615 -3.3305
H 1.5972 -3.4168 -3.9830
H 0.5984 -3.7761 -2.5160
H 1.0887 -2.1423 -2.9369
H -1.2966 -2.3216 -5.9035
H 0.0540 -1.3953 -5.4388
H 1.6720 -3.2281 -6.2500
H 0.5832 -2.7274 -7.5808
H 0.6521 -5.1004 -7.4788
H -0.8988 -4.3329 -7.3719
H -2.4263 -5.9150 -6.5512
H -1.2260 -7.0327 -6.8070
H -2.0323 -7.1564 -5.3716
H 1.6839 -5.6071 -4.8822
H 0.6600 -6.7210 -4.1649
H 1.0963 -6.8751 -5.8532
H -1.7131 -2.8460 -2.4399
H -2.4996 -2.1924 -3.7158
H -0.9664 -1.3147 -3.1711
H -0.5716 -5.3603 -2.8650

Largest force on an atom, eV/A: 7.2
Kohn-Sham gap, eV: 7.877
LUMO level, eV: 0.04
Charge: 0
Highest occupied orbital energy, hartree: -0.2879
Total energy, Ha: -2726.8533
SMILES: CC1(C)CCCC(C)(C)N1O.CC1(C)CCCC(C)(C)N1O.CC1(C)CCCC(C)(C)N1O.CC1(C)CCCC(C)(C)N1O.CC1(C)CCCC(C)(C)N1O.O.O.O.O

Atom charges from the Löwdin analysis, given in e for atoms 1 to 99: number 1, O, carries -0.032; number 2, H, carries -0.012; number 3, H, carries 0.013; number 4, O, carries -0.036; number 5, H, carries 0.054; number 6, H, carries 0.004; number 7, O, carries -0.035; number 8, H, carries 0.018; number 9, H, carries 0.042; number 10, O, carries -0.052; number 11, H, carries -0.028; number 12, H, carries 0.023; number 13, C, carries -0.030; number 14, C, carries -0.501; number 15, C, carries -0.090; number 16, C, carries -0.163; number 17, C, carries -0.140; number 18, C, carries -0.481; number 19, N, carries -0.170; number 20, O, carries -0.005; number 21, C, carries -0.055; number 22, C, carries -0.037; number 23, C, carries -0.070; number 24, H, carries 0.077; number 25, H, carries 0.078; number 26, H, carries 0.072; number 27, H, carries 0.108; number 28, H, carries 0.118; number 29, H, carries 0.090; number 30, H, carries 0.100; number 31, H, carries 0.124; number 32, H, carries 0.119; number 33, H, carries 0.073; number 34, H, carries 0.082; number 35, H, carries 0.089; number 36, H, carries 0.078; number 37, H, carries 0.066; number 38, H, carries 0.087; number 39, H, carries 0.089; number 40, H, carries 0.084; number 41, H, carries 0.090; number 42, H, carries 0.120; number 43, C, carries -0.019; number 44, C, carries -0.445; number 45, C, carries -0.141; number 46, C, carries -0.159; number 47, C, carries -0.096; number 48, C, carries -0.457; number 49, N, carries -0.139; number 50, O, carries -0.015; number 51, C, carries 0.007; number 52, C, carries -0.016; number 53, C, carries -0.024; number 54, H, carries 0.083; number 55, H, carries 0.052; number 56, H, carries 0.088; number 57, H, carries 0.089; number 58, H, carries 0.114; number 59, H, carries 0.109; number 60, H, carries 0.076; number 61, H, carries 0.089; number 62, H, carries 0.109; number 63, H, carries 0.074; number 64, H, carries 0.068; number 65, H, carries 0.077; number 66, H, carries 0.089; number 67, H, carries 0.041; number 68, H, carries 0.093; number 69, H, carries 0.078; number 70, H, carries 0.079; number 71, H, carries 0.063; number 72, H, carries 0.082; number 73, C, carries -0.043; number 74, C, carries -0.498; number 75, C, carries -0.122; number 76, C, carries -0.171; number 77, C, carries -0.138; number 78, C, carries -0.476; number 79, N, carries -0.102; number 80, O, carries 0.003; number 81, C, carries -0.038; number 82, C, carries -0.031; number 83, C, carries -0.042; number 84, H, carries 0.071; number 85, H, carries 0.087; number 86, H, carries 0.081; number 87, H, carries 0.113; number 88, H, carries 0.119; number 89, H, carries 0.110; number 90, H, carries 0.105; number 91, H, carries 0.126; number 92, H, carries 0.114; number 93, H, carries 0.068; number 94, H, carries 0.083; number 95, H, carries 0.071; number 96, H, carries 0.048; number 97, H, carries 0.086; number 98, H, carries 0.072; number 99, H, carries 0.082